This record from OMol25 describes a structure of composition C26H64LiN3O7 at a distorted geometry. The level of theory is ωB97M-V/def2-TZVPD.

Positions of all 101 atoms, in Å:
Li 3.1402 -0.4933 1.5427
C 0.6080 -0.1009 -0.1787
O 1.7868 0.4113 0.3170
H 0.4963 -0.0226 -1.2855
H 0.4661 -1.1851 0.0288
H -0.2778 0.4608 0.2028
C 0.9382 7.3309 0.0892
C 0.6581 5.9333 0.6366
N 1.6391 4.8567 0.2485
C 0.9718 3.5222 0.4533
C 2.1368 5.0389 -1.1721
C 1.0399 4.8048 -2.1725
C 2.7825 4.9509 1.2546
C 3.9561 4.0442 0.9883
O 4.6816 4.2900 -0.1973
C 5.4483 5.4723 -0.1597
H 0.9273 7.3221 -0.9966
H 1.9218 7.6977 0.4008
H 0.2425 8.0715 0.4728
H -0.3051 5.6335 0.2373
H 0.6758 6.0452 1.7174
H 0.8981 3.3651 1.5244
H 1.5451 2.7401 -0.0420
H -0.0372 3.5634 0.0524
H 2.9134 4.2941 -1.2901
H 2.6085 6.0134 -1.1467
H 1.4209 4.8705 -3.1897
H 0.1382 5.4088 -2.0770
H 0.7019 3.7712 -2.0612
H 2.3496 4.7320 2.2308
H 3.0183 6.0169 1.3026
H 3.5550 3.0274 0.9618
H 4.6911 4.0061 1.8010
H 6.2785 5.3419 0.5409
H 4.9221 6.4031 0.0970
H 5.8208 5.6489 -1.1679
C -1.7972 -2.7616 1.4158
C -1.5884 -3.0989 2.8799
N -0.8069 -2.0468 3.6364
C 0.6125 -1.9889 3.1987
C -1.3668 -0.6806 3.5122
C -2.7531 -0.5139 4.0912
C -0.7983 -2.4785 5.0782
C 0.1871 -3.5553 5.4831
O 0.0300 -4.7254 4.7060
C 1.2041 -5.5036 4.6732
H -2.3402 -1.8424 1.2180
H -2.3192 -3.6439 1.0375
H -0.8613 -2.6932 0.8585
H -1.0662 -4.0406 3.0028
H -2.5455 -3.1612 3.3919
H 1.2520 -1.5246 3.9433
H 0.6245 -1.3733 2.2942
H 1.0011 -2.9560 2.8834
H -1.3452 -0.3147 2.4899
H -0.6956 -0.0374 4.0844
H -2.7995 -0.8339 5.1333
H -3.5546 -1.0226 3.5572
H -2.9713 0.5529 4.1294
H -1.7860 -2.8471 5.3579
H -0.6131 -1.5962 5.6931
H 0.0552 -3.7905 6.5428
H 1.2175 -3.1894 5.3756
H 1.9740 -5.0432 4.0406
H 0.9932 -6.5083 4.3112
H 1.6554 -5.6741 5.6597
C -4.0569 -4.1735 -5.7962
C -2.6333 -3.8001 -5.4781
N -2.4010 -2.3525 -5.0705
C -2.8693 -1.4465 -6.1369
C -3.1809 -2.0722 -3.8162
C -2.9681 -0.7122 -3.2119
C -0.9269 -2.1559 -4.9100
C -0.1604 -3.0224 -3.9344
O -0.7249 -3.0869 -2.6478
C -0.0665 -3.9741 -1.7821
H -4.1210 -5.2449 -5.9909
H -4.5607 -3.5865 -6.5579
H -4.7066 -4.1273 -4.9139
H -1.9487 -4.0047 -6.2981
H -2.3422 -4.3513 -4.5852
H -3.9531 -1.5045 -6.1402
H -2.4163 -1.7106 -7.0872
H -2.6176 -0.4166 -5.8966
H -2.9719 -2.8757 -3.1224
H -4.2241 -2.2512 -4.0776
H -1.9464 -0.6258 -2.8386
H -3.6285 -0.6100 -2.3515
H -3.1868 0.1272 -3.8695
H -0.7604 -1.0992 -4.7222
H -0.5035 -2.4177 -5.8816
H 0.8737 -2.6499 -3.8818
H -0.0123 -4.0583 -4.2782
H 0.7117 -3.4603 -1.1931
H 0.4014 -4.8311 -2.2696
H -0.7448 -4.2853 -0.9859
O 0.8825 1.4607 2.8049
C 2.0384 1.3691 3.5705
O 2.9864 0.6731 3.0639
O 2.0440 1.9241 4.6550
H 1.1387 0.9592 1.9881

Its frontier orbital gap is 8.07 eV. Its charge is +2. For the HOMO energy, the calculation gives -12.029 eV. Its max |F| is 1.7 eV/Å. The total energy is -1726.95587 hartree. Its multiplicity is 1.


This record from OMol25 describes a structure of composition C16H29AgN11O2PSi at a distorted geometry. The level of theory is ωB97M-V/def2-TZVPD.

Positions of all 61 atoms, in Å:
Ag -0.0990 -1.4611 0.4439
C 1.0635 3.5729 -2.1660
N 1.0573 2.6689 -1.0287
C 1.4271 2.9840 0.2509
C 1.2258 1.8532 0.9937
N 0.7326 0.8629 0.1975
C 0.6466 1.3674 -1.0142
P 0.0613 0.4659 -2.4894
C 1.0586 -1.0446 -2.2795
N 0.6564 -2.2395 -1.9003
C 1.7535 -3.0530 -1.9961
C 2.8342 -2.3349 -2.4145
N 2.3889 -1.0522 -2.5993
C 3.2118 0.0900 -2.9432
C -1.5718 -0.0991 -1.9122
N -1.8631 -0.9158 -0.9150
C -3.2225 -0.9678 -0.8352
C -3.7700 -0.1601 -1.7909
N -2.7199 0.3898 -2.4713
C -2.8535 1.3669 -3.5393
H 1.2607 4.5804 -1.8111
H 0.0954 3.5625 -2.6614
H 1.8340 3.2967 -2.8846
H 1.7953 3.9634 0.5099
H 1.3934 1.6906 2.0479
H 1.7020 -4.0977 -1.7343
H 3.8658 -2.6078 -2.5688
H 3.9988 -0.2217 -3.6273
H 3.6673 0.5286 -2.0537
H 2.6034 0.8441 -3.4410
H -3.7183 -1.5843 -0.1013
H -4.7934 0.0772 -2.0305
H -3.7338 1.1297 -4.1314
H -1.9771 1.3357 -4.1794
H -2.9584 2.3708 -3.1267
N -1.5802 -0.6508 2.7452
N -2.7757 0.0124 3.0974
C -3.2987 1.0399 2.4155
N -4.5267 1.4272 2.8030
N -2.5215 1.6052 1.4915
N -2.9886 2.5797 0.6823
O -4.1707 2.9770 0.6768
O -2.2055 2.9831 -0.1566
H -1.5798 -1.5681 3.1631
H -0.7800 -0.1305 3.0856
H -3.3047 -0.3501 3.8695
H -5.0736 0.8702 3.4326
H -4.9358 2.1597 2.2399
C 3.3704 -1.5286 1.2473
Si 1.7213 -2.1981 1.9959
C 1.7857 -1.4063 3.7593
C 2.2365 -3.9931 2.4336
H 4.1272 -1.3626 2.0240
H 3.2123 -0.5775 0.7230
H 3.7812 -2.2405 0.5221
H 2.7805 -1.5447 4.1990
H 1.0588 -1.8651 4.4416
H 1.5838 -0.3263 3.7389
H 3.1877 -3.9924 2.9791
H 2.3612 -4.6023 1.5322
H 1.4818 -4.4795 3.0608

Its frontier orbital gap is 6.19 eV. Its charge is 0. The energy relative to the best compared isomer or geometry (same formula, charge and spin) comes out at 203.5 kJ/mol. For the HOMO energy, the calculation gives -5.742 eV. Its max |F| is 1.2 eV/Å. The total energy is -2157.57865 hartree. Its multiplicity is 1.


This record from OMol25 describes an isolated molecule of C5H10FNS at a distorted geometry. The level of theory is ωB97M-V/def2-TZVPD.

Positions of all 18 atoms, in Å:
C -2.2643 0.3826 -1.0962
S -0.7006 1.3498 -1.1042
C 0.0357 0.1213 0.0470
C 0.2467 -1.4626 0.0077
N -0.8049 -2.0869 0.5428
C 1.5478 -1.1467 0.8006
C 1.4226 0.3635 0.3933
F 1.7598 1.2715 1.5093
H -3.2469 1.2311 -1.2625
H -2.3506 0.1392 0.0793
H -2.1445 -0.4701 -1.7279
H -0.6437 0.1933 0.9463
H 0.3063 -1.8768 -1.1374
H -1.6693 -1.7040 0.0451
H -0.8719 -3.2540 0.2107
H 2.5232 -1.5875 0.7708
H 0.9704 -1.2156 1.8922
H 2.2022 0.5636 -0.4453

Its frontier orbital gap is 9.48 eV. Its charge is 0. The energy relative to the best compared isomer or geometry (same formula, charge and spin) comes out at 387.9 kJ/mol. For the HOMO energy, the calculation gives -8.827 eV. Its max |F| is 8.3 eV/Å. The total energy is -749.16287 hartree. The SMILES is CS[C@H]1[C@H](N)C[C@@H]1F. Its multiplicity is 1.


This record from OMol25 describes a cluster of 4 separate species, C17H38Br2FO7S in total. The level of theory is ωB97M-V/def2-TZVPD.

Positions of all 66 atoms, in Å:
C 4.6439 1.1416 -0.9285
C 3.5306 1.7522 -1.7848
Br 2.8186 0.4421 -3.0361
C 2.4288 2.4450 -0.9763
Br 1.9545 1.6329 0.7150
S 0.9119 2.6506 -1.9872
C -0.1055 1.1824 -1.7578
C -1.3954 1.5563 -1.0754
O -1.7134 2.6525 -0.7383
F -2.1651 0.4945 -0.9166
H 5.6066 1.4128 -1.3597
H 4.6311 1.5085 0.0938
H 4.5875 0.0565 -0.9250
H 3.9711 2.5196 -2.4187
H 2.7492 3.4709 -0.7667
H 0.2396 3.5283 -1.2136
H -0.3199 0.7977 -2.7566
H 0.4340 0.3935 -1.2357
C 5.7536 7.2178 0.8277
O 5.8858 7.3549 -0.5787
C 6.0049 6.1306 -1.2713
C 4.6929 5.7020 -1.8929
O 3.6895 5.4312 -0.9146
C 2.8024 6.5252 -0.7046
H 5.3798 8.1636 1.2142
H 5.0530 6.4232 1.0949
H 6.7252 7.0094 1.2850
H 6.3900 5.3468 -0.6102
H 6.7309 6.2784 -2.0759
H 4.8580 4.7778 -2.4578
H 4.3394 6.4637 -2.5927
H 2.0574 6.5785 -1.5063
H 3.3414 7.4707 -0.6561
H 2.2949 6.3620 0.2453
C -0.3655 -2.5597 -0.0925
O -0.3041 -2.4914 -1.5092
C -0.1330 -3.7660 -2.1222
C -1.4432 -4.3488 -2.6046
O -2.3290 -4.6033 -1.5317
C -3.3210 -3.6071 -1.3519
H -0.8009 -1.6249 0.2642
H -0.9871 -3.3854 0.2554
H 0.6408 -2.6659 0.3279
H 0.3517 -4.4557 -1.4258
H 0.5320 -3.6294 -2.9799
H -1.2360 -5.3043 -3.0946
H -1.9096 -3.6871 -3.3420
H -4.1269 -3.7378 -2.0814
H -2.9094 -2.5991 -1.4458
H -3.7276 -3.7299 -0.3485
C -5.6373 -5.1653 5.4488
O -6.5853 -4.8523 4.4429
C -6.2916 -3.6681 3.7265
C -5.6201 -3.9513 2.3993
O -4.3445 -4.5535 2.5640
C -4.3655 -5.9639 2.4039
H -5.7836 -6.2084 5.7232
H -4.6126 -5.0318 5.0957
H -5.7975 -4.5417 6.3345
H -5.6695 -2.9980 4.3287
H -7.2428 -3.1628 3.5332
H -5.4633 -3.0009 1.8779
H -6.2621 -4.5776 1.7722
H -4.3868 -6.2309 1.3418
H -5.2240 -6.4133 2.9054
H -3.4524 -6.3582 2.8467

Its frontier orbital gap is 7.12 eV. Its charge is +1. For the HOMO energy, the calculation gives -10.597 eV. Its max |F| is 0.8 eV/Å. The total energy is -6842.88951 hartree. Its multiplicity is 1.


This record from OMol25 describes an isolated molecule of C5H12O at a distorted geometry. The level of theory is ωB97M-V/def2-TZVPD.

Positions of all 18 atoms, in Å:
C -1.3493 -2.0761 0.4984
C -1.2122 -0.5405 0.3517
C 0.0856 0.0793 -0.2307
C -0.1622 1.5717 -0.8628
O 1.0426 0.0514 0.8030
C 2.1979 0.6988 0.3442
H -1.2201 -2.6094 -0.4508
H -0.6611 -2.5185 1.2276
H -2.3653 -2.3182 0.8474
H -1.3619 -0.1001 1.3467
H -2.0312 -0.1969 -0.2851
H 0.4544 -0.5638 -1.0541
H -0.5923 1.4209 -1.8538
H 0.6163 2.3424 -1.0837
H -0.8595 2.1280 -0.2317
H 2.7436 0.0899 -0.3934
H 1.8416 1.5903 -0.1650
H 2.8332 0.9507 1.1921

Its frontier orbital gap is 10.83 eV. Its charge is 0. The energy relative to the best compared isomer or geometry (same formula, charge and spin) comes out at 129.2 kJ/mol. For the HOMO energy, the calculation gives -9.683 eV. Its max |F| is 1.3 eV/Å. The total energy is -272.89944 hartree. The SMILES is CC[C@@H](C)OC. Its multiplicity is 1.


This record from OMol25 describes a cluster of 2 separate species, C9H12N2 in total at a distorted geometry. The level of theory is ωB97M-V/def2-TZVPD.

Positions of all 23 atoms, in Å:
C 2.0365 1.0459 -0.5551
C 2.4057 -0.3505 -0.4007
C 0.7799 1.1751 -0.0953
C 1.3482 -0.9054 0.2548
C -3.0275 0.7309 0.4187
C -2.2999 -0.3903 0.4624
C -1.3439 -0.8231 -0.4948
C 0.0436 2.4817 0.0471
C 1.2940 -2.4009 0.5603
N -1.0933 -1.3860 -1.5521
N 0.3241 -0.0664 0.4558
H 2.4584 1.8847 -1.0474
H 3.3703 -0.8840 -0.3517
H -3.7935 0.8772 1.1344
H -2.9802 1.4686 -0.3534
H -2.4175 -1.0351 1.2736
H -1.0290 2.2125 -0.1911
H 0.0547 3.0558 0.9887
H 0.4352 3.1188 -0.7168
H 0.1187 -2.5929 0.5519
H 1.8321 -3.0713 -0.1522
H 1.5724 -2.5693 1.6377
H -0.0890 -1.5760 -1.8749

Its frontier orbital gap is 7.26 eV. Its charge is 0. The energy relative to the best compared isomer or geometry (same formula, charge and spin) comes out at 500.8 kJ/mol. For the HOMO energy, the calculation gives -7.454 eV. Its max |F| is 3.7 eV/Å. The total energy is -459.49679 hartree. Its multiplicity is 1.